[1]
DFT (the ωB97M-V functional and the def2-TZVPD basis) results for 2 unconnected molecules or ions with the total composition C2H2O2S in a non-equilibrium geometry.

Last column: natural (NBO) charge in e.
CARTESIAN COORDINATES (ANGSTROEM)
C  -1.97832  0.04130  -0.38521  0.430
C  1.54130  -0.06375  0.16970  0.280
O  1.80916  -0.35986  -0.95916  -0.492
O  -2.03288  -0.09612  -1.50130  -0.424
S  -2.06773  0.18981  1.13124  0.004
H  0.48069  -0.19422  0.59732  0.102
H  2.24778  0.48285  0.94741  0.100

Summary:
Gap between HOMO and LUMO, eV: 10.57
SMILES string: O=C=S.C=O
LUMO, eV: 0.55
HOMO level, eV: -10.02
DFT total energy, a.u.: -626.0522
Total charge: 0
Spin multiplicity: 1

[2]
DFT (the ωB97M-V functional and the def2-TZVPD basis) results for a single C2H2O2S molecule in a non-equilibrium geometry.

Last column: natural (NBO) charge in e.
CARTESIAN COORDINATES (ANGSTROEM)
C  0.14111  -0.06348  -0.27517  0.071
C  -0.98116  0.30302  0.55762  -0.119
O  2.62373  -0.81438  -1.14233  -0.838
O  -0.33121  -0.98493  0.54580  -0.378
S  1.33011  0.35562  -1.29632  0.847
H  -0.79812  0.86532  1.46399  0.208
H  -1.98445  0.33883  0.14641  0.207

Summary:
Gap between HOMO and LUMO (alpha / beta), eV: 8.65 / 8.65
LUMO (alpha / beta), eV: -0.49 / -0.49
HOMO level (alpha / beta), eV: -9.14 / -9.14
DFT total energy, a.u.: -625.9198
Total charge: 0
Spin multiplicity: 1

[3]
DFT (the ωB97M-V functional and the def2-TZVPD basis) results for a single C2H2O2S2 molecule in a non-equilibrium geometry.

Last column: natural (NBO) charge in e.
CARTESIAN COORDINATES (ANGSTROEM)
C  -1.94610  -0.18926  -0.29320  -0.442
C  -0.09732  0.21677  -0.24295  -0.531
O  -3.51069  -2.15416  -1.09824  -0.862
O  -2.24553  -2.54015  0.97729  -0.862
S  -1.21235  0.62134  -1.57886  0.413
S  -2.28882  -1.98745  -0.35113  1.829
H  0.12366  0.98991  0.46145  0.230
H  0.52051  -0.65354  -0.34817  0.224

Summary:
Gap between HOMO and LUMO (alpha / beta), eV: 7.40 / 7.33
SMILES string: O=S(=O)=C1CS1
LUMO (alpha / beta), eV: -2.22 / -2.23
HOMO level (alpha / beta), eV: -9.63 / -9.55
DFT total energy, a.u.: -1024.0895
Total charge: 0
Spin multiplicity: 1

[4]
DFT (the ωB97M-V functional and the def2-TZVPD basis) results for 3 unconnected molecules or ions with the total composition C2H2O3 in a non-equilibrium geometry.

Last column: natural (NBO) charge in e.
CARTESIAN COORDINATES (ANGSTROEM)
C  0.36300  1.43493  -0.10575  0.500
C  1.56183  -1.15708  -0.44668  0.496
O  1.44873  1.74240  -0.20985  -0.502
O  -1.90078  -0.58087  0.39826  -0.940
O  2.36347  -1.12876  0.36268  -0.497
H  -1.54001  -0.56286  -0.55572  0.475
H  -2.29624  0.25224  0.55706  0.469

Summary:
Gap between HOMO and LUMO, eV: 12.12
LUMO, eV: 0.76
HOMO level, eV: -11.36
DFT total energy, a.u.: -303.1053
Total charge: 0
Spin multiplicity: 1

> DFT total energy of number 4 (C2H2O3)?

-303.1053 a.u.